Computed, not measured: 18 unconnected molecules or ions with the total composition C54H144O18, with ωB97M-V/def2-TZVPD.

Structure (XYZ):
```
216
Properties=species:S:1:pos:R:3:lowdin_charge:R:1
C -4.258 2.468 2.798 -0.051
C -4.322 4.020 2.838 -0.418
C -3.225 4.706 3.686 -0.043
O -4.244 4.539 1.468 -0.106
H -3.403 2.162 2.170 0.069
H -5.142 2.042 2.333 0.063
H -4.114 1.910 3.733 0.077
H -5.376 4.266 3.222 0.151
H -2.229 4.474 3.148 0.080
H -3.178 4.474 4.742 0.072
H -3.386 5.785 3.580 0.075
H -5.154 4.432 1.066 0.112
C -3.219 -6.734 3.762 -0.072
C -3.148 -5.643 2.747 -0.501
C -3.226 -6.262 1.370 -0.057
O -4.314 -4.840 2.950 -0.069
H -2.419 -7.447 3.675 0.074
H -4.131 -7.251 3.572 0.073
H -3.173 -6.426 4.831 0.093
H -2.232 -5.001 2.945 0.122
H -3.167 -5.515 0.633 0.028
H -4.150 -6.833 1.131 0.104
H -2.350 -6.904 1.166 0.091
H -4.521 -4.280 2.177 0.069
C 1.726 -3.188 -5.424 -0.058
C 1.384 -1.730 -5.614 -0.474
C 0.754 -1.599 -7.006 -0.048
O 0.550 -1.205 -4.576 -0.094
H 0.816 -3.842 -5.538 0.090
H 2.024 -3.368 -4.327 0.075
H 2.485 -3.698 -5.985 0.067
H 2.205 -1.007 -5.624 0.137
H 1.422 -1.943 -7.720 0.055
H 0.477 -0.567 -7.228 0.083
H -0.114 -2.208 -7.006 0.067
H -0.232 -1.792 -4.399 0.068
C 5.101 -0.542 1.118 -0.048
C 4.891 0.944 1.064 -0.486
C 5.121 1.590 -0.293 -0.048
O 3.575 1.311 1.528 -0.069
H 5.150 -0.857 2.177 0.065
H 6.054 -0.849 0.673 0.087
H 4.329 -1.109 0.593 0.063
H 5.694 1.330 1.753 0.143
H 6.041 1.145 -0.664 0.077
H 5.148 2.693 -0.299 0.075
H 4.273 1.360 -0.964 0.082
H 3.405 2.254 1.348 0.048
C -2.241 -4.351 -1.915 -0.066
C -1.467 -4.330 -3.181 -0.493
C -1.887 -5.468 -4.054 -0.054
O -1.618 -3.035 -3.812 -0.074
H -1.814 -5.165 -1.283 0.093
H -3.251 -4.578 -2.171 0.073
H -2.194 -3.392 -1.336 0.088
H -0.403 -4.412 -2.947 0.123
H -1.780 -6.425 -3.530 0.094
H -1.342 -5.640 -4.974 0.074
H -2.922 -5.338 -4.338 0.082
H -2.583 -2.880 -3.875 0.111
C 2.428 4.567 3.137 -0.026
C 3.135 4.979 1.840 -0.569
C 4.604 4.946 1.959 -0.050
O 2.790 4.169 0.816 -0.037
H 1.319 4.498 3.140 0.072
H 2.656 5.295 3.929 0.090
H 2.866 3.545 3.346 0.094
H 2.867 6.028 1.587 0.147
H 5.006 3.904 2.009 0.092
H 4.907 5.455 2.869 0.089
H 5.155 5.383 1.127 0.088
H 1.862 4.280 0.647 0.057
C -4.615 -1.644 4.576 -0.022
C -3.085 -1.374 4.397 -0.474
C -2.279 -2.390 5.137 -0.045
O -2.767 -1.233 3.029 -0.065
H -5.082 -0.935 3.898 0.041
H -4.877 -1.334 5.596 0.085
H -4.941 -2.669 4.373 0.080
H -2.845 -0.399 4.861 0.112
H -1.287 -1.976 5.308 0.064
H -2.149 -3.301 4.516 0.079
H -2.773 -2.753 6.064 0.100
H -1.821 -1.077 2.871 0.061
C 5.166 -1.763 -3.558 -0.038
C 5.950 -2.625 -4.569 -0.460
C 7.269 -1.920 -4.935 -0.048
O 6.134 -3.947 -3.999 -0.059
H 5.107 -0.827 -4.046 0.061
H 5.719 -1.631 -2.588 0.103
H 4.233 -2.282 -3.484 0.052
H 5.401 -2.760 -5.469 0.116
H 7.912 -2.102 -4.065 0.090
H 7.178 -0.889 -5.238 0.078
H 7.680 -2.494 -5.726 0.058
H 6.156 -4.618 -4.687 0.094
C 1.714 -1.221 -1.402 -0.033
C 0.736 -0.154 -1.018 -0.506
C -0.704 -0.523 -1.254 -0.026
O 0.942 0.329 0.291 -0.071
H 1.434 -2.073 -0.729 0.076
H 2.730 -0.863 -1.176 0.068
H 1.649 -1.526 -2.494 0.088
H 0.969 0.696 -1.676 0.135
H -0.876 -0.671 -2.294 0.054
H -1.363 0.250 -0.845 0.076
H -1.025 -1.409 -0.642 0.083
H 1.880 0.642 0.367 0.095
C 3.177 4.451 -3.285 -0.064
C 1.978 5.084 -3.815 -0.553
C 1.675 6.394 -3.160 -0.058
O 2.129 5.157 -5.241 -0.037
H 3.143 4.343 -2.211 0.069
H 3.984 5.178 -3.427 0.093
H 3.442 3.531 -3.817 0.094
H 1.125 4.464 -3.582 0.110
H 1.666 6.426 -2.063 0.080
H 0.720 6.786 -3.522 0.082
H 2.441 7.126 -3.443 0.088
H 1.344 5.649 -5.537 0.094
C -2.295 2.068 -6.173 -0.031
C -2.206 2.231 -4.599 -0.446
C -0.802 1.913 -4.049 -0.039
O -2.520 3.602 -4.339 -0.053
H -3.349 2.174 -6.453 0.078
H -1.847 1.151 -6.396 0.039
H -1.711 2.875 -6.659 0.087
H -2.941 1.558 -4.215 0.114
H -0.098 2.635 -4.557 0.099
H -0.498 0.900 -4.224 0.042
H -0.739 2.071 -2.985 0.052
H -2.471 3.761 -3.407 0.050
C 5.065 -0.786 5.146 -0.058
C 5.289 0.514 5.908 -0.504
C 6.762 0.832 5.943 -0.073
O 4.535 1.536 5.254 -0.080
H 3.969 -0.819 4.871 0.080
H 5.247 -1.729 5.659 0.082
H 5.581 -0.749 4.191 0.051
H 4.889 0.440 6.964 0.147
H 7.241 0.593 4.960 0.085
H 7.343 0.359 6.780 0.093
H 6.945 1.903 6.091 0.073
H 3.652 1.154 4.994 0.074
C -1.004 5.841 0.277 -0.014
C -1.285 4.492 -0.301 -0.488
C -0.807 3.326 0.521 -0.034
O -2.633 4.218 -0.663 -0.071
H -1.716 6.052 1.057 0.075
H -1.107 6.597 -0.508 0.090
H 0.017 5.852 0.648 0.070
H -0.770 4.243 -1.223 0.123
H -1.363 3.328 1.452 0.052
H 0.250 3.404 0.694 0.056
H -0.964 2.348 0.052 0.081
H -3.119 4.327 0.174 0.036
C 2.212 -5.483 -1.853 -0.079
C 3.476 -5.380 -1.080 -0.454
C 3.518 -6.490 -0.002 -0.055
O 4.661 -5.717 -1.885 -0.069
H 1.346 -5.480 -1.138 0.094
H 2.176 -6.458 -2.317 0.082
H 2.018 -4.766 -2.616 0.033
H 3.554 -4.358 -0.619 0.141
H 4.559 -6.605 0.322 0.081
H 3.125 -7.413 -0.390 0.072
H 2.963 -6.131 0.881 0.074
H 5.017 -5.015 -2.426 0.036
C -0.819 1.610 6.128 -0.068
C -0.063 1.151 4.923 -0.445
C -0.617 1.857 3.605 -0.031
O 1.300 1.516 5.047 -0.029
H -0.355 1.069 6.969 0.090
H -1.867 1.280 6.035 0.070
H -0.884 2.668 6.372 0.079
H -0.314 0.085 4.850 0.114
H -0.417 2.967 3.624 0.076
H -1.671 1.710 3.480 0.043
H -0.082 1.493 2.749 0.053
H 1.463 2.320 4.589 0.037
C -7.100 2.520 -1.525 -0.055
C -6.295 3.679 -2.068 -0.501
C -7.175 4.802 -2.565 -0.058
O -5.345 4.181 -1.134 -0.049
H -7.826 2.239 -2.340 0.100
H -7.715 2.873 -0.630 0.104
H -6.487 1.688 -1.212 0.045
H -5.718 3.330 -2.909 0.129
H -6.593 5.704 -2.585 0.072
H -8.010 4.942 -1.850 0.084
H -7.680 4.698 -3.528 0.081
H -4.470 4.117 -1.493 0.047
C -5.239 -1.583 -1.084 -0.035
C -4.848 -1.274 0.348 -0.472
C -6.079 -0.796 1.168 -0.048
O -4.254 -2.392 1.038 -0.092
H -6.268 -1.845 -0.948 0.063
H -4.649 -2.370 -1.524 0.057
H -5.177 -0.629 -1.626 0.081
H -4.142 -0.417 0.409 0.132
H -6.896 -1.527 1.093 0.083
H -6.518 0.147 0.745 0.077
H -5.705 -0.665 2.196 0.045
H -3.725 -2.027 1.793 0.047
C -0.194 -3.429 1.567 -0.017
C 0.457 -2.367 2.553 -0.491
C 1.916 -2.342 2.463 -0.049
O -0.039 -1.070 2.420 -0.067
H -1.265 -3.440 1.790 0.051
H 0.235 -4.409 1.799 0.076
H -0.018 -3.216 0.478 0.064
H 0.160 -2.721 3.520 0.115
H 2.402 -3.328 2.476 0.093
H 2.317 -1.680 3.260 0.090
H 2.172 -1.886 1.492 0.065
H 0.350 -0.575 1.669 0.062
```

As for the calculated total energy: -3498.030785 Ha. The calculation puts the energy above the lowest of the compared OMol25 structures with the same formula, charge and spin at 1.639 eV. The spin multiplicity is 1. As for the HOMO energy: -9.70 eV. The gap between HOMO and LUMO is 0.3739 hartree. The value obtained for the molecular weight is 1081.73 g mol⁻¹.